Model one:
# C36H72O9

A 9-piece molecular cluster, C36H72O9 overall (ωB97M-V/def2-TZVPD, the Open Molecules 2025 dataset).

Its structure (SMILES) is C1CCOC1.C1CCOC1.C1CCOC1.C1CCOC1.C1CCOC1.C1CCOC1.C1CCOC1.C1CCOC1.C1CCOC1. The HOMO energy comes out at -9.176 eV. The LUMO energy is 0.598 eV.

```
117
Properties=species:S:1:pos:R:3:lowdin_charge:R:1
C 20.541 3.725 -3.517 -0.174
C 19.675 3.070 -2.458 -0.159
C 20.679 3.186 -1.354 -0.190
O 21.136 4.560 -1.448 -0.177
C 21.027 4.994 -2.840 -0.156
H 19.955 3.902 -4.420 0.106
H 21.399 3.098 -3.763 0.099
H 19.424 2.077 -2.836 0.118
H 18.686 3.506 -2.313 0.099
H 21.545 2.530 -1.464 0.111
H 20.260 2.963 -0.371 0.119
H 21.975 5.371 -3.227 0.112
H 20.328 5.810 -3.038 0.102
C 16.779 6.717 -7.330 -0.145
C 17.745 5.860 -8.160 -0.159
C 18.959 5.727 -7.243 -0.192
O 18.425 5.772 -5.934 -0.174
C 17.238 6.595 -5.859 -0.180
H 15.715 6.523 -7.451 0.107
H 17.073 7.732 -7.600 0.105
H 18.097 6.370 -9.057 0.110
H 17.360 4.870 -8.405 0.098
H 19.473 6.692 -7.293 0.111
H 19.582 4.871 -7.493 0.110
H 17.452 7.550 -5.378 0.101
H 16.436 6.112 -5.301 0.084
C 15.556 3.555 -6.037 -0.160
C 14.457 2.508 -5.938 -0.158
C 15.017 1.443 -5.037 -0.204
O 16.405 1.462 -5.372 -0.136
C 16.798 2.794 -5.582 -0.207
H 15.392 4.389 -5.355 0.095
H 15.712 3.916 -7.053 0.099
H 14.410 2.084 -6.942 0.118
H 13.513 2.970 -5.653 0.115
H 14.512 0.478 -5.097 0.118
H 14.940 1.553 -3.950 0.117
H 17.591 2.873 -6.325 0.109
H 17.146 3.167 -4.616 0.111
C 23.050 7.114 -0.172 -0.176
C 22.755 5.831 0.594 -0.150
C 23.390 6.183 1.998 -0.184
O 23.429 7.579 2.051 -0.139
C 23.508 8.177 0.795 -0.212
H 22.249 7.397 -0.859 0.097
H 23.792 6.898 -0.945 0.108
H 23.073 4.928 0.075 0.095
H 21.683 5.636 0.647 0.084
H 24.415 5.808 2.006 0.114
H 22.733 5.816 2.784 0.116
H 24.522 8.468 0.510 0.115
H 22.861 9.054 0.836 0.120
C 16.921 6.304 -2.159 -0.141
C 17.477 5.868 -0.793 -0.149
C 18.631 6.839 -0.482 -0.182
O 18.334 8.016 -1.237 -0.137
C 17.737 7.550 -2.451 -0.221
H 15.853 6.453 -2.006 0.111
H 17.112 5.591 -2.962 0.091
H 17.652 4.800 -0.658 0.098
H 16.747 6.036 0.001 0.103
H 19.650 6.501 -0.683 0.096
H 18.591 7.050 0.587 0.119
H 18.547 7.461 -3.180 0.092
H 17.120 8.323 -2.914 0.116
C 21.066 0.484 -7.502 -0.156
C 22.315 1.201 -8.001 -0.137
C 21.943 2.696 -7.794 -0.171
O 20.621 2.719 -7.276 -0.158
C 20.303 1.521 -6.659 -0.225
H 21.387 -0.365 -6.897 0.108
H 20.399 0.159 -8.300 0.110
H 22.513 1.044 -9.061 0.104
H 23.188 0.886 -7.432 0.089
H 21.990 3.379 -8.642 0.117
H 22.573 3.146 -7.023 0.101
H 19.255 1.221 -6.657 0.113
H 20.624 1.482 -5.614 0.110
C 25.672 2.854 -3.432 -0.153
C 25.654 1.375 -3.788 -0.168
C 24.352 1.104 -4.496 -0.165
O 23.923 2.435 -4.886 -0.175
C 24.387 3.417 -4.000 -0.217
H 26.546 3.429 -3.737 0.111
H 25.661 2.951 -2.345 0.106
H 25.707 0.755 -2.892 0.109
H 26.486 1.049 -4.413 0.110
H 23.610 0.780 -3.763 0.116
H 24.441 0.479 -5.381 0.114
H 23.699 3.609 -3.172 0.103
H 24.483 4.297 -4.635 0.129
C 22.678 0.373 1.890 -0.170
C 22.794 -0.762 2.926 -0.148
C 23.077 -2.011 2.084 -0.156
O 23.235 -1.441 0.764 -0.172
C 22.460 -0.313 0.573 -0.253
H 23.636 0.893 1.840 0.112
H 21.935 1.129 2.146 0.108
H 21.802 -0.991 3.321 0.102
H 23.444 -0.462 3.746 0.108
H 22.210 -2.660 1.950 0.115
H 23.981 -2.588 2.269 0.118
H 21.431 -0.576 0.305 0.119
H 22.830 0.189 -0.322 0.114
C 20.143 9.842 -5.295 -0.179
C 20.033 10.339 -3.896 -0.171
C 21.019 9.520 -3.076 -0.208
O 21.631 8.625 -3.975 -0.119
C 20.796 8.511 -5.141 -0.210
H 20.901 10.399 -5.852 0.115
H 19.244 9.978 -5.897 0.115
H 19.018 10.218 -3.515 0.105
H 20.296 11.394 -3.818 0.112
H 20.432 9.008 -2.310 0.097
H 21.675 10.204 -2.537 0.120
H 20.102 7.669 -5.050 0.092
H 21.384 8.210 -6.009 0.121
```

***

Model two:
# C36H72O9

A 9-piece molecular cluster, C36H72O9 overall (ωB97M-V/def2-TZVPD, the Open Molecules 2025 dataset).

Its structure (SMILES) is C1CCOC1.C1CCOC1.C1CCOC1.C1CCOC1.C1CCOC1.C1CCOC1.C1CCOC1.C1CCOC1.C1CCOC1. The HOMO energy comes out at -9.207 eV. The LUMO energy is 0.545 eV.

```
117
Properties=species:S:1:pos:R:3:lowdin_charge:R:1
C -0.325 -1.114 5.298 -0.164
C -0.687 -1.120 3.813 -0.171
C -0.058 0.201 3.353 -0.180
O -0.260 1.081 4.472 -0.136
C -0.584 0.348 5.623 -0.236
H 0.742 -1.343 5.360 0.115
H -0.910 -1.817 5.886 0.112
H -1.767 -1.107 3.648 0.109
H -0.299 -2.017 3.326 0.104
H -0.566 0.582 2.471 0.105
H 1.011 0.044 3.181 0.116
H -1.639 0.465 5.932 0.116
H -0.078 0.683 6.536 0.117
C 4.374 -3.578 2.631 -0.161
C 5.330 -4.791 2.572 -0.148
C 4.534 -5.860 1.814 -0.202
O 3.317 -5.254 1.387 -0.148
C 3.028 -4.170 2.272 -0.201
H 4.677 -2.845 1.884 0.097
H 4.390 -3.080 3.599 0.112
H 5.663 -5.099 3.561 0.105
H 6.198 -4.499 1.981 0.102
H 4.301 -6.738 2.429 0.114
H 5.037 -6.224 0.919 0.115
H 2.498 -4.614 3.124 0.121
H 2.370 -3.476 1.751 0.109
C 2.430 3.419 -5.876 -0.152
C 1.408 3.407 -4.720 -0.148
C 2.019 2.401 -3.737 -0.226
O 3.404 2.382 -4.006 -0.136
C 3.517 2.417 -5.420 -0.203
H 2.896 4.386 -6.055 0.103
H 1.963 3.108 -6.811 0.102
H 0.441 3.051 -5.072 0.104
H 1.283 4.375 -4.240 0.106
H 1.550 1.410 -3.861 0.113
H 1.898 2.605 -2.672 0.107
H 3.356 1.427 -5.859 0.117
H 4.523 2.765 -5.643 0.117
C 1.888 4.456 3.466 -0.160
C 0.844 4.746 2.385 -0.150
C 1.294 3.886 1.188 -0.189
O 2.398 3.103 1.642 -0.165
C 2.379 3.071 3.070 -0.188
H 1.388 4.417 4.439 0.110
H 2.669 5.206 3.595 0.108
H 0.724 5.807 2.173 0.105
H -0.124 4.389 2.739 0.106
H 1.653 4.449 0.326 0.117
H 0.469 3.228 0.895 0.101
H 3.356 2.810 3.467 0.116
H 1.652 2.317 3.387 0.102
C -0.167 -1.488 -0.236 -0.129
C 1.068 -0.585 -0.363 -0.159
C 0.495 0.761 -0.725 -0.200
O -0.694 0.843 0.051 -0.150
C -1.284 -0.443 -0.035 -0.203
H -0.014 -2.100 0.652 0.091
H -0.360 -2.129 -1.093 0.100
H 1.847 -0.891 -1.066 0.120
H 1.551 -0.590 0.615 0.083
H 0.174 0.785 -1.778 0.119
H 1.168 1.597 -0.547 0.104
H -1.960 -0.412 -0.910 0.110
H -2.017 -0.668 0.743 0.106
C -2.586 -3.165 -5.069 -0.171
C -3.092 -4.253 -6.006 -0.158
C -1.848 -5.120 -6.196 -0.217
O -1.138 -5.043 -4.974 -0.130
C -1.319 -3.746 -4.437 -0.211
H -3.301 -2.875 -4.293 0.097
H -2.355 -2.212 -5.549 0.107
H -3.569 -3.898 -6.916 0.109
H -3.811 -4.885 -5.479 0.112
H -1.249 -4.798 -7.060 0.119
H -2.080 -6.173 -6.357 0.118
H -0.457 -3.116 -4.712 0.114
H -1.275 -3.743 -3.347 0.110
C -6.297 -0.676 -2.762 -0.171
C -4.971 -0.164 -2.221 -0.157
C -5.128 1.379 -2.267 -0.176
O -6.348 1.629 -2.974 -0.142
C -7.186 0.540 -2.590 -0.210
H -6.716 -1.534 -2.225 0.111
H -6.231 -1.039 -3.788 0.109
H -4.074 -0.541 -2.712 0.093
H -4.832 -0.437 -1.170 0.092
H -4.292 1.862 -2.765 0.123
H -5.239 1.750 -1.247 0.088
H -8.085 0.510 -3.204 0.121
H -7.480 0.733 -1.550 0.116
C -5.754 2.845 2.261 -0.158
C -5.963 1.382 1.931 -0.171
C -4.537 0.948 1.646 -0.233
O -4.039 1.988 0.825 -0.164
C -4.669 3.220 1.217 -0.173
H -5.311 2.992 3.246 0.111
H -6.670 3.423 2.163 0.109
H -6.482 1.268 0.974 0.106
H -6.496 0.788 2.673 0.116
H -4.433 -0.042 1.200 0.106
H -3.937 0.900 2.570 0.120
H -5.134 3.678 0.342 0.114
H -3.895 3.854 1.647 0.115
C 6.523 0.059 2.128 -0.162
C 5.551 0.348 0.975 -0.149
C 4.145 0.202 1.571 -0.198
O 4.319 0.234 2.986 -0.160
C 5.688 0.378 3.359 -0.198
H 7.364 0.747 2.019 0.105
H 6.964 -0.937 2.101 0.102
H 5.679 -0.357 0.150 0.109
H 5.758 1.338 0.572 0.110
H 3.648 -0.723 1.275 0.090
H 3.544 1.055 1.246 0.098
H 5.847 -0.346 4.160 0.114
H 5.864 1.400 3.704 0.115
```

***

Of all the structures shown, which is most stable? model two, and model one is the least stable.